Entry 1:
Density functional theory data (the ωB97M-V functional and the def2-TZVPD basis) for C28H46Br12N2O2S as an isolated structure.

LUMO energy in eV: -0.1
Strongest force on any atom in eV/Å: 2.173
HOMO level in eV: -8.45
DFT total energy in hartree: -32640.85132
Orbital gap in eV: 8.4

Each line ends with the Mulliken charge.
Geometry (Å):
C -1.11 4.35 -4.59  -0.86
C -0.24 3.18 -4.23  0.63
O 0.96 3.23 -4.44  -0.60
O -0.87 2.16 -3.64  0.10
C -0.40 0.87 -4.06  -0.93
C -0.62 -0.11 -2.89  0.25
C 0.69 -0.72 -2.39  0.22
C 0.38 -1.83 -1.35  -1.29
C 1.14 -1.72 -0.01  1.19
C 0.20 -2.18 1.11  -0.97
C 0.90 -2.44 2.45  -1.01
C 1.17 -1.25 3.37  -0.65
C -0.07 -0.53 3.88  -0.34
C -1.38 -1.04 3.71  0.31
C -2.47 -0.42 4.11  -1.35
C -2.32 0.82 4.75  0.88
N -3.27 1.61 5.21  -0.74
S -2.51 2.85 5.87  0.11
N -0.97 2.46 5.61  -0.67
C -1.03 1.31 4.96  0.70
C 0.11 0.63 4.50  -0.94
H -1.47 4.78 -3.65  0.09
H -0.53 5.12 -5.07  0.37
H -1.99 4.06 -5.15  0.23
H -0.94 0.50 -4.93  0.25
H 0.66 0.86 -4.27  0.48
H -1.04 0.46 -2.06  0.19
H -1.36 -0.88 -3.12  -0.30
H 1.30 0.07 -1.96  -0.59
H 1.22 -1.11 -3.25  0.52
H 0.61 -2.77 -1.83  0.23
H -0.69 -1.79 -1.16  0.61
H 1.96 -2.43 -0.07  -0.43
H 1.46 -0.69 0.18  0.03
H -0.23 -3.12 0.79  0.36
H -0.62 -1.47 1.16  0.62
H 0.30 -3.19 2.98  0.59
H 1.86 -2.90 2.21  -0.28
H 1.72 -0.51 2.78  0.44
H 1.82 -1.52 4.20  0.65
H -1.47 -1.99 3.21  0.44
H -3.45 -0.82 3.94  0.52
H 1.10 1.02 4.66  0.60
Br 3.91 0.31 -0.79  -0.05
C 3.70 2.11 -1.50  -0.02
C 5.01 2.68 -1.96  -0.66
Br 6.10 3.26 -0.45  -0.17
H 3.22 2.70 -0.73  0.08
H 3.02 2.00 -2.35  0.02
H 4.85 3.57 -2.55  0.42
H 5.61 1.97 -2.52  0.39
Br -2.39 -3.35 -3.73  -0.08
C -3.15 -3.67 -5.49  -0.58
C -2.64 -2.67 -6.49  -0.60
Br -3.50 -0.94 -6.26  -0.13
H -4.23 -3.65 -5.37  0.36
H -2.84 -4.68 -5.76  0.34
H -2.88 -2.98 -7.50  0.36
H -1.57 -2.51 -6.41  0.35
Br 1.33 4.66 0.97  -0.15
C 0.00 3.69 -0.08  -0.10
C -1.11 3.19 0.79  -0.70
Br -0.58 1.64 1.83  0.14
H 0.53 2.89 -0.59  -0.15
H -0.37 4.40 -0.80  0.35
H -1.96 2.86 0.19  0.26
H -1.45 3.94 1.50  0.47
Br -4.90 5.35 -5.03  -0.15
C -5.41 4.90 -3.20  -0.64
C -4.37 4.05 -2.53  -0.28
Br -4.43 2.21 -3.15  -0.09
H -6.38 4.41 -3.26  0.39
H -5.51 5.85 -2.69  0.38
H -4.55 4.00 -1.46  0.40
H -3.36 4.40 -2.70  -0.04
Br -0.31 -2.24 6.01  0.15
C 0.49 -3.34 7.41  -0.71
C 0.74 -2.53 8.66  -0.60
Br 2.30 -1.39 8.46  -0.15
H 1.39 -3.77 7.00  0.37
H -0.23 -4.13 7.61  0.35
H 0.97 -3.18 9.50  0.37
H -0.09 -1.89 8.92  0.36
Br 4.21 -2.91 2.00  -0.07
C 4.97 -4.55 1.27  -0.56
C 4.45 -4.81 -0.12  -0.59
Br 2.63 -5.50 -0.07  -0.13
H 4.75 -5.34 1.97  0.37
H 6.05 -4.38 1.25  0.35
H 5.04 -5.59 -0.61  0.37
H 4.44 -3.92 -0.74  0.32

Entry 2:
Density functional theory data (the ωB97M-V functional and the def2-TZVPD basis) for C28H46Br2F3N4O4RuSSb as an isolated structure.

LUMO energy (alpha / beta) in eV: -4.2 / -4.6
Spin multiplicity: 2
Strongest force on any atom in eV/Å: 1.999
HOMO level (alpha / beta) in eV: -9.49 / -9.49
DFT total energy in hartree: -7795.13191
Orbital gap (alpha / beta) in eV: 5.2 / 4.9
Charge: +1
ΔE to the lowest compared entry with this formula, charge and spin in kcal per mole: 101.6

Each line ends with the Mulliken charge.
Geometry (Å):
Ru 1.47 -0.23 1.41  -0.32
C -0.81 0.36 3.08  -0.56
C 0.23 0.92 4.01  -1.06
N 1.56 0.60 3.45  0.13
C 2.55 1.71 3.45  0.28
C 2.33 2.62 2.27  -0.94
N 1.92 1.82 1.08  0.26
C 0.70 2.31 0.41  0.42
C -0.47 2.06 1.31  0.26
N -0.41 0.64 1.68  0.58
H -0.84 -0.73 3.18  0.41
H -1.80 0.75 3.30  0.40
H 0.14 2.00 4.14  0.42
H 0.11 0.48 5.00  0.43
H 2.01 -0.13 4.00  0.32
H 2.53 2.26 4.39  0.57
H 3.52 1.26 3.36  -0.44
H 1.56 3.38 2.44  0.26
H 3.26 3.14 2.08  0.58
H 2.67 1.78 0.40  0.46
H 0.77 3.36 0.11  0.56
H 0.56 1.70 -0.47  -1.73
H -0.45 2.67 2.22  0.46
H -1.39 2.31 0.78  -0.44
H -1.04 0.11 1.03  -1.18
Br -0.13 -1.07 -3.88  -0.04
C 1.45 -1.33 -2.86  -0.56
C 2.47 -1.98 -3.60  -0.85
C 3.56 -2.52 -2.98  -0.46
Br 4.94 -3.29 -3.99  -0.20
C 3.58 -2.57 -1.56  1.00
C 4.47 -3.35 -0.80  -0.85
C 4.23 -3.53 0.54  -0.91
C 3.13 -2.89 1.11  -1.06
N 2.36 -2.03 0.46  0.34
C 2.57 -1.87 -0.88  0.36
C 1.58 -1.08 -1.50  0.30
O 0.85 -0.28 -0.72  2.37
H 2.36 -2.06 -4.67  0.52
H 5.31 -3.83 -1.28  0.39
H 4.86 -4.15 1.16  0.53
H 2.88 -3.09 2.14  1.02
C -5.02 -0.08 0.16  -2.13
C -4.35 0.78 -0.90  1.60
C -4.46 2.22 -0.41  -1.66
C -5.09 0.64 -2.24  -1.72
Sb -2.16 0.24 -1.25  1.04
C -2.27 -2.05 -0.92  1.99
C -2.46 -2.13 0.59  -1.63
C -1.05 -2.88 -1.25  -2.22
C -3.44 -2.60 -1.74  -1.82
C -1.41 1.99 -2.85  1.77
C -2.09 1.78 -4.19  -1.56
C -1.89 3.22 -2.12  -1.92
C 0.11 1.96 -2.96  -1.39
H -6.05 0.26 0.26  0.58
H -4.55 0.05 1.14  0.28
H -5.06 -1.14 -0.05  0.42
H -5.51 2.42 -0.17  0.53
H -4.16 2.95 -1.13  0.27
H -3.89 2.38 0.52  0.18
H -6.16 0.84 -2.09  0.45
H -5.00 -0.35 -2.67  0.26
H -4.73 1.36 -2.97  0.26
H -1.52 -1.86 1.10  -0.05
H -2.67 -3.17 0.86  0.54
H -3.27 -1.53 0.99  0.16
H -0.17 -2.57 -0.68  0.20
H -0.81 -2.90 -2.31  0.32
H -1.28 -3.91 -0.96  0.57
H -4.38 -2.09 -1.57  0.34
H -3.59 -3.65 -1.49  0.47
H -3.21 -2.55 -2.80  0.27
H -3.17 1.84 -4.11  0.31
H -1.82 0.84 -4.66  0.15
H -1.78 2.59 -4.87  0.45
H -2.93 3.43 -2.33  0.38
H -1.31 4.07 -2.49  0.60
H -1.74 3.18 -1.04  0.43
H 0.46 1.30 -3.74  0.28
H 0.62 1.68 -2.05  0.34
H 0.42 2.97 -3.23  0.65
F 6.66 -0.76 2.37  -0.21
C 6.01 -0.36 3.46  0.65
F 5.89 0.97 3.40  -0.24
F 6.71 -0.68 4.54  -0.22
S 4.35 -1.15 3.53  1.10
O 3.73 -0.65 4.74  -0.78
O 4.61 -2.55 3.47  -0.64
O 3.71 -0.56 2.32  -0.70

Look up the DFT total energy of the first one. -32640.85132 hartree

What is the strongest force on any atom in the second record? 1.999 eV/Å

Among the records above, which one has the lowest DFT total energy? C28H46Br12N2O2S